(1)
{"formula": "C5H15N2O2", "method": "ωB97M-V/def2-TZVPD", "symbols": ["N", "C", "C", "C", "N", "C", "C", "O", "H", "H", "H", "H", "H", "H", "H", "H", "H", "H", "H", "H", "H", "H", "H", "O"], "coordinates": [[-0.8182, -1.8336, 0.8358], [0.0916, -1.1061, -0.1510], [1.5408, -1.1006, 0.3421], [-0.5152, 0.3417, -0.1562], [-0.1649, 1.1861, -1.0727], [-1.0328, 2.5230, -1.0667], [0.6320, 0.9461, -2.3592], [-1.2722, 0.5484, 0.7603], [-1.1618, -1.2422, 1.5601], [-0.2612, -2.7041, 1.2827], [-1.6333, -2.2500, 0.3735], [0.1403, -1.5074, -1.1939], [2.1531, -2.0142, 0.4315], [1.6093, -0.4465, 1.2835], [2.2415, -0.5029, -0.4272], [-1.9312, 2.2837, -0.4850], [-1.3257, 2.6826, -2.1653], [-0.4585, 3.3473, -0.6479], [0.8820, 1.8762, -2.7678], [-0.0092, 0.1237, -2.9099], [1.7647, 0.5304, -1.9842], [0.4519, -1.0571, 3.8159], [-0.6761, 0.1345, 3.3694], [-0.2472, -0.7589, 3.3322]], "forces_ev_per_a": [[2.281, -4.640, -1.267], [0.866, 0.447, -0.562], [2.258, 3.001, -0.092], [1.225, -2.566, 0.180], [-0.401, 3.869, -2.469], [0.411, -2.059, -1.685], [0.896, -4.367, 3.616], [-1.444, 0.917, 1.445], [0.120, 1.228, 1.059], [-1.604, 2.622, -1.092], [0.166, 0.191, -0.065], [-0.887, -0.338, 1.042], [-1.047, -0.096, 0.205], [-0.014, -1.277, -1.120], [-1.886, -1.165, 1.531], [0.418, 0.348, -0.152], [0.547, 0.007, 1.714], [-0.063, -0.132, -0.107], [-0.370, 1.124, -1.115], [1.861, 2.038, 0.264], [-3.305, 0.771, -1.397], [2.714, 0.053, 2.667], [1.594, -1.218, 0.843], [-4.333, 1.241, -3.443]], "lowdin_charge": [0.19, -0.23, -0.06, -0.52, -0.10, 0.05, 0.00, 0.05, 0.08, 0.24, 0.17, 0.15, 0.09, 0.11, 0.11, 0.08, 0.11, 0.09, 0.05, 0.13, 0.13, 0.00, 0.10, -0.02], "total_charge": 1, "energy_ha": -459.20428, "e_homo_ha": -0.49431, "gap_ev": 10.405, "de_lowest_ev": 3.088, "fmax_ha_per_bohr": 0.112}

(2)
{"formula": "C3H9NO", "method": "ωB97M-V/def2-TZVPD", "symbols": ["C", "C", "H", "H", "H", "H", "N", "C", "O", "H", "H", "H", "H", "H"], "coordinates": [[2.1824, -0.5498, -0.0631], [2.2343, -0.3817, 1.2484], [1.3183, -0.9322, -0.5903], [3.0814, -0.5611, -0.6735], [1.3410, -0.3714, 1.8653], [3.0416, 0.1423, 1.7504], [-1.6900, 1.2104, -1.1718], [-1.9303, 0.0428, -0.4317], [-0.9358, -0.1991, 0.5962], [-0.8379, 1.2742, -1.6821], [-1.8366, 2.0773, -0.7093], [-1.8657, -0.7754, -1.1606], [-2.9043, 0.0791, 0.0533], [-1.1983, -1.0554, 0.9689]], "forces_ev_per_a": [[0.616, -1.164, -0.222], [-0.678, 1.578, 0.238], [-0.261, 0.138, 0.283], [0.052, 0.494, 0.101], [-0.126, -0.407, -0.231], [0.521, -0.611, -0.193], [-0.605, 0.448, -0.231], [0.789, -0.392, -0.230], [-0.557, -0.295, -0.107], [0.591, -0.428, -0.232], [-0.210, 0.477, 0.611], [-0.291, -0.161, 0.301], [-0.174, 0.067, -0.214], [0.333, 0.256, 0.127]], "lowdin_charge": [-0.08, -0.08, 0.03, 0.04, 0.03, 0.04, 0.03, -0.35, -0.10, 0.07, 0.06, 0.11, 0.11, 0.08], "energy_ha": -249.64047, "e_homo_ha": -0.36060, "gap_ev": 10.794, "de_lowest_ev": 1.993, "fmax_ha_per_bohr": 0.034}